(1)
C4H14NS2 | ωB97M-V/def2-TZVPD

Geometry as XYZ:
```
21
Properties=species:S:1:pos:R:3:forces:R:3:lowdin_spin:R:1
S -0.36890 3.24651 -0.93307 -2.8 0.7 0.6 0.463
S 1.71550 2.43313 -1.25407 2.5 -1.4 0.0 0.443
N -0.36568 0.02964 0.19637 -0.3 -0.3 -0.1 -0.001
C 1.39982 1.29265 -2.63859 0.3 0.2 0.3 0.039
C -1.52996 -1.98996 0.93776 -0.3 0.0 0.6 0.000
C -0.69088 -0.81756 1.40343 0.5 -0.1 -0.7 0.000
C 0.62755 -1.25517 2.01171 0.0 0.5 0.2 0.000
H 0.03165 -0.53262 -0.56663 0.1 0.2 0.3 0.002
H 0.45278 -1.89923 2.86891 0.0 -0.1 0.0 0.000
H -2.52023 -1.68932 0.60246 0.0 0.1 -0.2 0.000
H -1.25603 -0.14818 2.04857 0.0 -0.1 0.2 0.001
H -0.34263 4.30102 -1.75536 0.0 0.0 -0.1 0.029
H -1.68506 -2.62731 1.80665 0.0 -0.2 0.0 0.000
H 1.25363 -1.76053 1.27570 -0.1 -0.2 0.0 0.001
H 2.32420 0.75995 -2.84843 0.0 0.0 -0.2 0.017
H 1.17347 -0.37914 2.36055 0.1 0.0 0.1 0.000
H 0.64527 0.53750 -2.38743 -0.2 0.2 -0.2 0.002
H -1.03348 -2.58320 0.17263 0.1 0.0 -0.1 0.000
H 1.10534 1.87130 -3.51156 -0.2 -0.2 -0.1 0.001
H 0.29982 0.80028 0.38182 0.1 0.3 -0.4 -0.002
H -1.23619 0.41024 -0.17143 0.1 0.6 -0.2 0.003
```
Positions in Å, forces in eV/Å.

Output
Net charge: 0
<S²>: 0.75
HOMO-LUMO gap (spin up / spin down) in eV: 3.70 / 7.14
Spin multiplicity: 2
Energy relative to the best compared isomer or geometry (same formula, charge and spin) in kcal per mole: 0.0
LUMO (spin up / spin down) in eV: -0.07 / -0.11
F_max in eV/A: 2.91



(2)
C4H3O3S | ωB97M-V/def2-TZVPD

Geometry as XYZ:
```
11
Properties=species:S:1:pos:R:3:forces:R:3:lowdin_charge:R:1
S 3.90049 -0.08050 0.35759 1.4 -1.0 0.1 0.575
O 0.37534 1.66655 0.06696 2.5 -0.3 0.7 -0.128
O 0.02366 -1.24472 0.25449 -2.4 2.2 0.9 0.066
O -2.13823 1.52425 0.53642 -1.0 0.4 0.2 -0.076
C -1.99503 0.16567 0.57391 -3.9 -0.2 0.3 -0.245
C -0.85768 -0.43344 0.45840 3.4 -3.9 -1.1 -0.208
C 1.53647 1.13854 0.06895 -5.5 1.7 -1.0 -0.425
C 2.36298 0.30696 -0.24710 2.8 -1.5 0.0 -0.581
H -3.05134 -0.42047 0.64971 3.1 1.2 -0.1 0.157
H -1.25742 1.86264 0.32420 0.5 0.2 0.0 0.027
H 4.24315 -1.34503 -0.13636 -0.8 1.1 0.1 -0.162
```
Positions in Å, forces in eV/Å.

Output
Net charge: -1
HOMO-LUMO gap in eV: 6.62
Spin multiplicity: 1
Energy relative to the best compared isomer or geometry (same formula, charge and spin) in kcal per mole: 95.5
LUMO in eV: 3.38
F_max in eV/A: 5.82



(3)
C4H3GdO2 | ωB97M-V/def2-TZVPD

Geometry as XYZ:
```
10
Properties=species:S:1:pos:R:3:forces:R:3:lowdin_spin:R:1
Gd -3.26169 -0.48339 0.43558 1.9 2.0 0.6 5.979
O 2.13656 -1.82738 0.27755 -2.6 1.4 -1.9 0.298
O -1.80581 1.18610 0.89326 -4.3 -4.3 -1.6 0.215
C 0.16547 -0.69691 -0.46069 0.7 3.6 1.3 0.897
C -0.73964 1.50886 0.17524 1.4 3.1 4.6 0.370
C 1.21484 -1.61119 -0.56698 2.7 -3.9 0.7 0.101
C 0.31535 0.65871 -0.10507 -0.6 -1.7 -1.0 0.103
H -0.53788 2.43845 0.83036 1.1 -0.2 -2.6 0.009
H 1.32298 1.11225 -0.02105 -0.5 -0.5 -0.5 0.018
H 1.18983 -2.28550 -1.45820 0.1 0.4 0.3 0.011
```
Positions in Å, forces in eV/Å.

Output
Net charge: +1
<S²>: 20.10
HOMO-LUMO gap (spin up / spin down) in eV: 6.27 / 6.51
Spin multiplicity: 9
Energy relative to the best compared isomer or geometry (same formula, charge and spin) in kcal per mole: 0.0
LUMO (spin up / spin down) in eV: -5.04 / -6.55
F_max in eV/A: 6.25



(4)
C3H13AsBNO3PS | ωB97M-V/def2-TZVPD

Geometry as XYZ:
```
24
Properties=species:S:1:pos:R:3:forces:R:3:lowdin_charge:R:1
As 0.06106 0.47274 0.70983 1.0 1.3 0.4 0.622
S -1.00818 -3.13110 0.57201 0.1 -0.3 0.0 0.113
P -1.64371 -1.28332 0.67915 0.2 -1.0 -0.1 0.068
O 2.02448 -0.74631 2.57380 0.3 -0.4 -0.1 0.022
O -2.54581 -1.09245 2.02089 -0.5 0.2 -0.2 -0.307
O -2.72555 -1.06437 -0.53787 -0.3 0.4 0.4 -0.321
N 2.32059 -1.72394 0.38715 0.7 0.5 0.5 0.128
C 0.14629 1.62880 -1.92997 -0.5 -0.1 -0.2 -0.359
C 0.46413 0.32336 -1.35053 0.0 0.5 -2.2 -0.385
C -1.11230 2.07695 -2.18880 0.5 0.3 0.0 -0.077
B 1.62098 -0.80357 1.24077 -0.1 -0.5 -0.1 -0.815
H 2.31889 0.13873 2.79172 -0.4 0.3 0.3 0.072
H 1.52399 0.14684 -1.54079 0.1 -0.5 0.3 0.042
H -0.25083 0.71147 2.26953 -0.2 -0.2 0.1 -0.070
H -2.38678 -1.58939 -1.26856 -0.1 -0.2 -0.2 0.015
H 3.06675 -2.14297 0.93557 0.0 -0.2 0.0 0.065
H 0.96626 2.31887 -2.12279 0.1 0.4 1.3 0.076
H -2.24906 -0.29478 2.47560 0.1 0.1 0.1 0.017
H -0.17525 -0.42376 -1.83074 0.0 -0.4 0.4 0.059
H -1.84439 1.51431 -2.75192 -0.5 -0.6 1.1 0.033
H -1.37979 3.07597 -1.86040 0.2 0.5 -1.1 0.026
H 1.12806 1.69541 0.77966 0.1 0.1 0.0 -0.045
H -1.09235 1.49071 0.35697 -0.1 -0.2 -0.2 -0.032
H 2.77252 -1.29821 -0.41027 -0.6 -0.2 -0.5 0.052
```
Positions in Å, forces in eV/Å.

Output
Net charge: -1
HOMO-LUMO gap in eV: 6.56
Spin multiplicity: 1
LUMO in eV: 2.99
F_max in eV/A: 2.26